{"formula": "C5H9NO2", "method": "ωB97M-V with the def2-TZVPD basis set", "fmax_ev_per_a": 3.9, "gap_ev": [8.30, 8.29], "symbols": ["O", "O", "H", "H", "H", "H", "C", "C", "N", "C", "H", "H", "C", "C", "H", "H", "H"], "xyz": [[-1.099313, 0.781850, -0.436346], [-0.116975, -1.818688, -0.054712], [-0.603631, 0.559363, -2.470510], [-2.279682, 1.015023, -2.084241], [3.184869, 0.256691, -0.404838], [-1.712982, -0.641719, -1.807475], [2.330148, -0.347156, -0.125948], [-1.426528, 0.414545, -1.759833], [0.653379, 1.369576, -0.399293], [-0.078167, -0.717672, 0.490628], [0.438814, 2.069993, 0.307772], [-0.857066, 0.572723, 2.063090], [-0.614633, -0.474390, 1.884186], [1.124056, 0.216207, 0.075946], [-1.531182, -1.053675, 2.005147], [0.122506, -0.804652, 2.618454], [2.466387, -1.398019, 0.097972]], "forces_ev_per_angstrom": [[2.5, 1.3, -0.5], [-0.7, 1.5, 0.5], [0.0, 0.1, 0.3], [0.1, 0.1, -0.1], [0.0, -0.1, -0.3], [0.2, 0.0, 0.3], [-0.6, 0.8, 0.5], [-0.2, 0.1, -0.4], [-3.5, 1.6, -0.6], [2.4, -1.9, 0.6], [-0.1, 0.0, 0.1], [0.1, 0.0, 0.0], [-0.7, 0.1, -0.3], [0.5, -3.7, -0.2], [0.1, 0.0, 0.1], [0.0, 0.0, -0.1], [0.0, 0.2, 0.2]], "nbo_charge": [-0.47, -0.59, 0.20, 0.18, 0.20, 0.20, -0.37, -0.28, -0.26, 0.62, 0.37, 0.22, -0.70, -0.02, 0.24, 0.23, 0.23]}

{"formula": "C20H17N6O4S3Ti", "method": "ωB97M-V with the def2-TZVPD basis set", "fmax_ev_per_a": 0.2, "multiplicity": 3, "total_charge": -1, "gap_ev": [6.37, 5.80], "s_squared": 2.010, "symbols": ["N", "H", "N", "C", "N", "C", "C", "C", "S", "C", "C", "C", "H", "C", "C", "S", "H", "H", "H", "S", "C", "H", "N", "H", "H", "H", "C", "H", "O", "O", "C", "Ti", "C", "H", "C", "H", "C", "H", "O", "O", "N", "C", "H", "C", "C", "C", "H", "N", "C", "H", "H"], "xyz": [[-1.232023, -6.271930, 1.396405], [1.832630, 6.797464, -2.539069], [-1.081959, -0.525713, -1.361369], [-0.532057, -5.448357, 1.795877], [-1.388601, -1.659142, 1.685868], [2.421847, 4.247319, -2.874951], [1.782918, 4.007881, -0.579528], [-0.277743, 0.266445, -3.473844], [1.958111, -2.215184, 1.824327], [-1.576527, 0.299740, -3.927633], [0.906912, -3.513795, 1.473383], [1.877820, 6.324568, -1.557846], [-3.101691, -0.770090, -1.113669], [-2.329649, -0.478247, -1.816897], [0.326708, -4.432150, 2.308178], [2.515012, 0.311149, -1.988790], [-1.774336, 0.622495, -4.943051], [2.721885, 6.758449, -1.016608], [-1.868932, -3.192445, 5.448989], [0.736921, -3.336972, -0.218858], [2.028254, 4.831559, -1.677707], [-3.660192, -0.049324, -3.439251], [0.478099, -4.231040, 4.872513], [0.971104, 6.584821, -1.010180], [-0.762552, -0.666719, 3.453951], [1.453592, 4.444503, 0.356375], [0.439360, -4.315633, 3.723043], [1.717506, 2.010508, 0.196892], [3.520897, -0.090496, -1.046896], [0.678474, 0.615430, 1.752484], [-1.381953, -1.411903, 2.979233], [0.187947, -0.646035, 0.499897], [-2.635053, -0.074936, -3.099121], [-3.444696, -2.352467, 5.326388], [2.570719, 2.869995, -2.978478], [-1.945784, -1.427446, 5.520471], [-0.053210, -0.155579, -2.151244], [2.868142, 2.404892, -3.908761], [-0.455149, 1.114750, 0.973943], [2.718669, 0.015409, -3.389072], [1.117508, -0.260024, -1.455325], [-2.297114, -2.667200, 1.491141], [-3.532907, -3.799262, 2.957330], [2.330762, 2.074602, -1.871797], [-2.387494, -2.312825, 5.069691], [1.932909, 2.635249, -0.662107], [-2.476371, -3.088705, 0.516731], [-2.234494, -2.223318, 3.630523], [-2.827881, -3.032202, 2.690284], [0.556529, 0.538188, -4.101327], [2.607134, 4.873721, -3.740538]], "forces_ev_per_angstrom": [[0.0, 0.0, 0.0], [0.0, 0.0, 0.0], [0.0, 0.0, 0.0], [0.0, 0.0, 0.0], [0.0, 0.1, 0.1], [0.0, 0.0, 0.0], [0.0, 0.0, 0.0], [0.0, 0.0, 0.0], [0.0, 0.0, 0.0], [0.0, 0.0, 0.0], [0.0, 0.0, -0.1], [0.0, 0.0, 0.0], [0.0, 0.0, 0.0], [0.0, 0.0, 0.0], [0.0, 0.0, 0.0], [0.0, 0.0, 0.0], [0.0, 0.0, 0.0], [0.0, 0.0, 0.0], [0.0, 0.0, 0.0], [0.0, -0.1, 0.0], [0.0, 0.0, 0.0], [0.0, 0.0, 0.0], [0.0, 0.0, 0.0], [0.0, 0.0, 0.0], [0.0, 0.0, 0.0], [0.0, 0.0, 0.0], [0.0, -0.1, 0.0], [0.0, 0.0, 0.0], [0.0, 0.0, 0.0], [0.0, 0.0, 0.1], [0.0, 0.0, 0.0], [-0.1, 0.2, 0.0], [0.0, 0.0, 0.0], [0.0, 0.0, 0.0], [0.0, 0.0, 0.0], [0.0, 0.0, 0.0], [0.0, 0.0, 0.0], [0.0, 0.0, 0.0], [0.1, -0.1, -0.1], [0.0, 0.0, 0.0], [0.0, 0.0, 0.0], [0.0, 0.0, 0.0], [0.0, 0.0, 0.0], [0.0, 0.0, 0.0], [0.0, 0.0, 0.0], [0.0, 0.0, 0.0], [0.0, 0.0, 0.0], [0.0, 0.0, 0.0], [0.0, 0.0, 0.0], [0.0, 0.0, 0.0], [0.0, 0.0, 0.0]], "nbo_charge": [-0.37, 0.21, -0.52, 0.32, -0.52, -0.23, -0.21, -0.30, 0.12, -0.14, -0.23, -0.62, 0.19, 0.09, -0.49, 2.34, 0.21, 0.21, 0.23, 0.09, -0.02, 0.21, -0.39, 0.22, 0.24, 0.21, 0.33, 0.27, -0.94, -0.56, 0.22, 1.26, -0.32, 0.20, -0.22, 0.22, 0.41, 0.24, -0.57, -0.98, -0.97, -0.07, 0.22, -0.28, -0.40, -0.19, 0.23, -0.33, -0.09, 0.25, 0.20]}

{"formula": "C5H14N2S", "method": "ωB97M-V with the def2-TZVPD basis set", "fmax_ev_per_a": 7.0, "gap_ev": 5.09, "symbols": ["C", "N", "H", "H", "H", "C", "H", "H", "H", "H", "H", "H", "C", "H", "H", "S", "H", "C", "C", "H", "N", "H"], "xyz": [[1.331141, -1.784509, 0.054266], [-0.220731, 0.606344, 0.340024], [-0.817229, 1.694791, 2.023880], [-1.100817, -1.470374, 0.842469], [1.766168, 2.201880, -5.778421], [-0.007724, 1.014588, 1.696527], [1.872810, -1.799956, -0.940830], [-3.155856, -0.960594, -0.248699], [-0.043118, 0.171593, 2.329128], [-2.997665, 0.744579, 0.108620], [1.595330, -2.662294, 0.646534], [-2.256797, 0.113599, -1.381219], [-2.491359, -0.097119, -0.384790], [1.279392, 2.705193, -6.060256], [0.605911, 0.180029, -0.213394], [2.433786, -0.564227, 1.011202], [1.895083, 1.429818, 1.492464], [-1.219454, -0.555459, 0.143173], [-0.403790, -1.734250, -0.271130], [-0.687832, -2.707111, -0.235257], [1.180907, 1.894141, 1.985051], [1.441847, 1.579339, 2.840658]], "forces_ev_per_angstrom": [[0.1, 1.0, -0.2], [-1.0, -2.9, -3.3], [-0.3, -0.6, -0.4], [-0.1, -0.5, 2.3], [-0.3, 0.3, -0.2], [-0.4, 2.6, 1.1], [-1.3, -0.3, 0.7], [-0.5, 0.2, -0.8], [0.4, -1.2, 1.0], [0.8, -0.1, 0.0], [-0.9, -0.5, -0.7], [-0.2, 0.4, -1.6], [-2.4, -1.7, 2.2], [0.3, -0.3, 0.2], [-1.0, 1.9, 2.2], [-0.5, -1.7, -1.0], [1.3, -0.2, -1.4], [6.1, 2.7, -2.1], [3.5, 3.9, 2.3], [-1.7, -2.9, -1.2], [-2.6, 0.6, -3.0], [0.7, -0.6, 3.8]], "nbo_charge": [-0.63, -0.62, 0.18, 0.29, 0.00, -0.07, 0.26, 0.22, 0.15, 0.26, 0.25, 0.26, -0.63, 0.00, 0.42, -0.55, 0.37, 0.08, 0.00, 0.21, -0.81, 0.34]}

{"formula": "C20H23AsN4O2S3W", "method": "ωB97M-V with the def2-TZVPD basis set", "fmax_ev_per_a": 0.3, "multiplicity": 3, "gap_ev": [7.05, 6.80], "s_squared": 2.047, "symbols": ["C", "C", "C", "H", "H", "H", "H", "S", "C", "H", "C", "C", "As", "H", "H", "O", "S", "W", "H", "C", "N", "H", "O", "N", "C", "N", "H", "C", "H", "N", "H", "H", "C", "H", "H", "H", "C", "C", "C", "C", "C", "C", "H", "H", "H", "H", "H", "H", "H", "C", "C", "C", "C", "S"], "xyz": [[0.890710, -3.808147, -1.384717], [-1.513031, -0.899798, 1.838651], [-2.213526, -1.991804, 2.346155], [-0.546259, -1.398511, -3.178926], [1.841014, -4.249180, -1.656515], [-2.104849, 1.822541, -2.111527], [-0.212467, 2.933753, -4.032542], [5.895529, -1.845274, 0.647075], [-1.543625, -2.686164, -0.667939], [-2.410706, -4.012089, -2.109998], [-1.496095, -3.678361, -1.636436], [-0.278173, -4.241395, -1.994464], [0.151231, 0.908852, -2.599845], [-2.494185, -2.248014, -0.389130], [-3.099157, 1.570885, 3.534624], [1.487096, 0.336058, -1.744886], [4.305457, 0.268440, -0.771357], [2.122387, 0.588204, 0.210774], [2.729242, 1.342066, 4.156465], [-0.366018, -0.506685, -3.778584], [-1.291271, 4.735985, -2.222898], [-1.095024, 1.926415, -0.661701], [2.794184, 2.721113, 2.586324], [0.537837, -0.210171, 0.809907], [-0.397405, -1.081530, 0.879971], [0.353557, 4.632266, -0.360036], [1.186337, 1.977100, 3.573976], [-3.223564, -1.802221, 3.277015], [2.228068, 3.001719, 4.577546], [1.572235, 2.536533, -0.060427], [-1.275956, 1.229403, 1.902703], [-4.339065, -0.376561, 4.426670], [-1.371539, 1.295934, -1.501167], [-1.273333, -0.225749, -4.312430], [1.764787, -2.471259, 0.046406], [0.438951, -0.699565, -4.484329], [-0.368983, -2.239003, -0.057741], [2.220900, 2.239162, 3.794332], [0.668385, 2.436088, -3.630363], [4.681688, -0.778481, 0.598302], [-3.548172, -0.522593, 3.702562], [-0.524292, 4.681895, -1.357677], [3.744269, 2.804269, 2.714402], [-3.754058, -2.657588, 3.674634], [1.323663, 2.096992, -4.430909], [-0.241120, -5.020134, -2.745384], [-1.780631, 0.357153, -1.132146], [-1.955999, -2.993943, 2.029058], [1.210390, 3.129881, -2.993041], [0.850090, -2.808141, -0.425807], [0.981416, 3.535210, -0.218517], [-1.834776, 0.383310, 2.283671], [-2.850837, 0.570918, 3.203525], [3.424682, -0.609770, 1.836716]], "forces_ev_per_angstrom": [[0.1, 0.0, 0.0], [0.1, 0.1, -0.1], [0.0, 0.0, 0.0], [0.0, 0.0, 0.0], [0.0, 0.0, 0.0], [0.0, 0.0, 0.0], [0.0, 0.0, 0.0], [0.1, 0.1, 0.1], [0.0, 0.0, 0.0], [0.0, 0.0, 0.0], [0.0, 0.0, 0.0], [-0.1, 0.0, 0.0], [0.0, -0.1, 0.0], [0.0, 0.0, 0.0], [0.0, 0.0, 0.0], [-0.2, 0.1, -0.3], [0.0, -0.1, 0.1], [0.0, -0.2, 0.2], [0.0, 0.0, 0.0], [0.0, 0.0, 0.0], [0.0, 0.0, 0.1], [0.1, 0.0, 0.0], [0.0, 0.1, 0.1], [0.0, 0.0, 0.2], [0.2, 0.0, -0.1], [0.0, -0.1, 0.0], [0.0, 0.0, 0.0], [0.0, 0.0, 0.0], [0.0, 0.0, 0.0], [0.0, 0.1, -0.1], [0.0, 0.0, 0.0], [0.0, 0.0, 0.0], [0.0, 0.0, 0.0], [0.0, 0.0, 0.0], [0.0, 0.0, 0.0], [0.0, 0.0, 0.0], [0.0, 0.0, 0.0], [-0.1, -0.1, 0.0], [0.0, 0.0, -0.1], [-0.1, 0.0, 0.0], [0.0, 0.0, 0.0], [0.0, 0.0, -0.1], [0.0, 0.0, 0.0], [0.0, 0.0, 0.0], [0.0, 0.0, 0.0], [0.0, 0.0, 0.0], [0.0, 0.0, 0.0], [0.0, 0.0, 0.0], [0.0, 0.0, 0.0], [-0.1, 0.0, -0.1], [0.0, 0.1, 0.0], [0.0, 0.0, 0.0], [0.0, 0.0, 0.0], [0.0, -0.1, -0.1]], "nbo_charge": [-0.20, -0.03, -0.20, 0.27, 0.23, 0.27, 0.27, 0.02, -0.16, 0.22, -0.24, -0.21, 1.98, 0.21, 0.22, -1.10, -0.10, 1.44, 0.18, -0.99, -0.47, 0.26, -0.73, -0.65, 0.22, -0.64, 0.18, -0.21, 0.17, -0.66, 0.22, 0.22, -0.99, 0.25, 0.24, 0.26, -0.12, -0.25, -0.99, -0.50, -0.19, 0.43, 0.48, 0.22, 0.25, 0.22, 0.25, 0.22, 0.26, -0.17, 0.67, -0.19, -0.21, -0.11]}